No. 1
This record from OMol25 describes a gas-phase ion, C8H12NOS (charge +1) in a non-equilibrium geometry. The level of theory is the ωB97M-V functional and the def2-TZVPD basis.

Properties
* gap between HOMO and LUMO: 7.83 eV
* relative energy (zero: lowest compared OMol25 entry of this formula, charge and spin): 18.7 kcal per mole
* net charge: +1
* HOMO: -11.846 eV

CARTESIAN COORDINATES (ANGSTROEM)
H: 0.361 -1.074 -1.549
O: 1.811 2.306 0.483
H: 0.057 1.836 -1.100
H: 3.148 -1.091 1.530
H: 1.060 1.115 -2.205
H: -4.205 -1.552 0.427
H: 2.994 -1.385 -0.202
C: 2.433 -1.263 0.722
C: 1.831 1.112 -0.160
H: 1.151 2.331 1.193
N: 0.719 1.057 -1.238
C: -3.429 0.441 0.594
H: 2.796 1.024 -0.671
C: 1.481 -0.132 0.650
C: -3.391 -0.875 0.248
H: -4.222 0.992 1.060
C: -1.294 -0.209 -0.477
C: -2.182 -1.254 -0.357
H: -1.975 -2.252 -0.701
C: 0.047 -0.243 -0.939
H: 0.877 0.045 1.530
H: 1.909 -2.187 0.953
S: -1.979 1.256 0.210

---

No. 2
This record from OMol25 describes 2 unconnected molecules or ions with the total composition C8H12NOS in a non-equilibrium geometry. The level of theory is the ωB97M-V functional and the def2-TZVPD basis.

Properties
* gap between HOMO and LUMO (alpha / beta): 3.76 / 3.66 eV
* relative energy (zero: lowest compared OMol25 entry of this formula, charge and spin): 109.7 kcal per mole
* net charge: +1
* HOMO (alpha / beta): -9.510 / -9.406 eV

CARTESIAN COORDINATES (ANGSTROEM)
C: -1.950 1.796 0.795
C: -0.237 -0.580 -1.859
H: 0.087 3.261 0.851
H: -0.929 -1.667 -4.881
S: 1.354 -0.225 0.221
H: -1.892 2.249 -0.138
H: 1.264 -3.444 -1.364
H: -2.840 1.226 1.008
C: 2.500 -1.385 0.738
N: -1.290 2.131 1.907
C: 0.859 -1.243 -1.115
H: 3.207 -3.368 -0.079
O: -0.729 -0.893 -3.024
C: -0.202 3.068 1.970
C: 2.512 -2.482 -0.051
H: 0.686 2.628 2.423
H: -0.564 0.406 -1.581
C: 1.554 -2.453 -1.091
H: -0.498 3.820 2.666
H: 3.176 -1.130 1.556
H: 0.444 -2.486 -3.839
C: -0.372 -1.821 -3.864
H: -1.664 2.004 2.837

---

No. 3
This record from OMol25 describes C8H12O in the gas phase in a non-equilibrium geometry. The level of theory is the ωB97M-V functional and the def2-TZVPD basis.

Properties
* gap between HOMO and LUMO: 9.62 eV
* relative energy (zero: lowest compared OMol25 entry of this formula, charge and spin): 194.6 kcal per mole
* structure (SMILES): C[C@@H]1C[C@H]2C=COC[C@H]12
* net charge: 0
* HOMO: -8.633 eV

CARTESIAN COORDINATES (ANGSTROEM)
C: 1.604 -0.427 0.447
H: 0.545 0.773 -2.066
C: 0.148 1.118 -1.139
C: 2.086 -1.413 -0.673
C: 0.704 -1.259 1.295
H: -0.564 -0.977 -0.726
H: -2.788 2.002 0.329
H: 0.720 2.146 -1.228
H: 1.163 -1.628 -1.158
C: -1.901 1.058 0.028
C: 0.473 0.532 0.226
O: -1.489 1.198 -1.346
C: -1.690 0.020 0.930
H: 0.882 -1.309 2.545
H: -2.287 0.269 2.083
H: 2.316 -2.661 -0.419
H: 2.502 -0.088 1.027
H: 0.815 -2.541 1.188
C: -0.485 -0.602 0.459
H: 0.348 1.217 1.105
H: 2.631 -0.941 -1.351

---

No. 4
This record from OMol25 describes 3 unconnected molecules or ions with the total composition C8H12O11P2S4 in a non-equilibrium geometry. The level of theory is the ωB97M-V functional and the def2-TZVPD basis.

Properties
* gap between HOMO and LUMO: 7.15 eV
* structure (SMILES): O=C1OC(=O)C([PH2]=S)=C1[PH2]=S.O=S1(=O)OCCO1.O=S1(=O)OCCO1
* net charge: 0
* HOMO: -9.177 eV

CARTESIAN COORDINATES (ANGSTROEM)
H: 0.463 -1.229 -3.630
O: -0.076 -2.938 5.424
H: -0.829 -4.845 2.863
O: -0.100 1.263 3.418
C: 0.669 1.195 -4.433
H: 0.457 -3.617 2.812
P: 1.156 -0.079 -3.208
O: -0.340 -0.828 4.189
O: 0.678 3.239 -3.096
H: -2.068 1.910 3.520
S: -1.077 -1.952 4.646
H: -0.861 -4.834 5.300
C: -0.416 -3.973 3.363
S: 0.650 0.403 -1.407
H: 1.186 -0.148 -7.864
O: 1.437 0.534 1.659
H: -0.834 3.076 4.053
O: 0.475 2.801 1.651
C: -0.087 -4.234 4.817
C: 0.483 2.660 -4.102
P: 0.502 -0.491 -6.685
H: 0.878 -4.717 4.946
O: 0.060 3.295 -5.266
O: -0.347 2.630 -7.392
C: 0.406 1.048 -5.740
O: -1.383 -2.917 3.402
H: -1.316 3.838 1.788
H: 1.302 -1.358 -5.920
O: 2.168 2.218 3.326
C: -0.002 2.387 -6.284
C: -1.076 2.305 3.317
O: -2.269 -1.806 5.400
H: -1.423 2.169 1.182
S: 1.163 1.633 2.513
S: -1.243 -1.214 -7.105
H: 2.545 -0.252 -3.363
C: -0.932 2.827 1.903